15 unconnected molecules or ions with the total composition C4H39NO15. Source: the Open Molecules 2025 dataset; level of theory: ωB97M-V/def2-TZVPD.

Cartesian coordinates (Å):
C1 1.57 -1.44 -0.06
N1 0.46 -0.58 0.33
C2 -0.79 -0.71 -0.46
C3 -0.64 -0.18 -1.89
C4 -1.96 -0.30 -2.64
O1 -0.21 1.20 -1.82
H1 1.34 -2.39 -0.56
H2 2.36 -0.86 -0.51
H3 2.00 -1.92 0.83
H4 0.15 -0.87 1.25
H5 -1.58 -0.20 0.08
H6 -0.84 -1.80 -0.68
H7 0.18 -0.63 -2.45
H8 -2.50 0.65 -2.66
H9 -2.68 -1.01 -2.23
H10 -1.78 -0.44 -3.71
H11 -0.78 1.71 -2.38
H12 -1.25 -4.15 0.14
H13 -0.24 -3.85 1.18
O2 -0.54 -3.51 0.35
H14 2.99 -2.24 -3.25
H15 2.21 -1.02 -2.41
O3 2.73 -1.31 -3.17
H16 1.81 -0.20 4.14
H17 1.53 0.65 2.95
O4 1.45 -0.25 3.24
H18 -1.24 -0.41 4.61
H19 -2.48 -0.83 3.81
O5 -1.71 -1.18 4.26
H20 -3.44 -3.43 0.01
H21 -2.53 -2.99 1.18
O6 -3.43 -3.21 0.95
H22 -2.70 3.23 1.94
H23 -1.26 2.78 2.04
O7 -1.93 3.16 1.38
H24 2.23 3.89 -2.23
H25 2.64 2.45 -2.35
O8 2.85 3.24 -1.83
H26 0.80 -2.49 3.57
H27 -0.44 -2.65 2.62
O9 0.40 -3.04 2.90
H28 3.39 1.58 0.20
H29 3.90 0.40 0.89
O10 4.14 0.98 0.16
H30 0.34 4.34 -0.82
H31 -0.34 4.56 -2.15
O11 0.49 4.40 -1.77
H32 -2.62 1.63 -0.70
H33 -2.82 3.07 -0.31
O12 -3.05 2.40 -1.00
H34 0.14 3.90 2.31
H35 0.85 2.64 1.51
O13 0.45 3.01 2.34
H36 -0.10 -3.25 -2.06
H37 -0.59 -4.58 -2.34
O14 -0.71 -3.67 -2.65
H38 0.89 1.26 0.29
H39 1.36 2.47 -0.61
O15 1.54 2.04 0.23

Summary:
Net charge: 0
Energy relative to the best compared isomer or geometry (same formula, charge and spin) in kcal/mol: 88.1
Highest occupied orbital energy in eV: -9.6
LUMO in eV: -0.21
Calculated total energy in Ha: -1359.0869

2 unconnected molecules or ions with the total composition C6H6ClN3S. Source: the Open Molecules 2025 dataset; level of theory: ωB97M-V/def2-TZVPD.

Cartesian coordinates (Å):
C1 -1.35 -0.94 1.68
C2 -1.70 -1.87 0.66
C3 -0.16 -0.14 1.58
C4 -0.70 -2.04 -0.34
C5 0.73 -0.43 0.50
C6 0.04 2.39 -1.18
N1 0.48 -1.47 -0.40
N2 1.10 2.38 -1.90
N3 1.70 0.40 0.29
S1 -0.90 2.08 -0.01
Cl1 2.83 0.05 -0.89
H1 -1.89 -0.75 2.60
H2 -2.59 -2.34 0.59
H3 0.16 0.52 2.38
H4 -0.89 -2.52 -1.36
H5 1.82 1.64 -1.61
H6 1.32 3.03 -2.58

Summary:
Net charge: 0
Energy relative to the best compared isomer or geometry (same formula, charge and spin) in kcal/mol: 67.0
Highest occupied orbital energy (alpha / beta) in eV: -7.0 / -7.0
LUMO (alpha / beta) in eV: -1.38 / -1.38
Calculated total energy in Ha: -1254.7287

C13H17NO3S3 in the gas phase. Source: the Open Molecules 2025 dataset; level of theory: ωB97M-V/def2-TZVPD.

Cartesian coordinates (Å):
O1 -4.81 -0.12 -1.07
S1 -3.84 0.12 -0.05
O2 -4.09 1.18 0.88
C1 -3.44 -1.44 0.83
C2 -2.17 -1.89 0.16
H1 -1.62 -2.61 0.77
H2 -2.40 -2.36 -0.80
C3 -1.32 -0.63 -0.07
N1 -0.09 -0.91 -0.78
C4 1.03 -1.32 -0.17
S2 1.11 -1.66 1.43
S3 2.38 -1.49 -1.31
C5 3.80 -1.43 -0.17
H3 4.57 -2.05 -0.62
H4 3.46 -1.86 0.77
C6 4.33 -0.01 0.05
O3 3.50 0.76 0.88
C7 2.42 1.44 0.39
C8 1.50 1.86 1.35
C9 0.39 2.58 0.99
C10 0.17 2.90 -0.34
C11 1.07 2.48 -1.30
C12 2.19 1.75 -0.95
H5 2.87 1.44 -1.72
H6 0.91 2.72 -2.34
H7 -0.70 3.49 -0.63
H8 -0.31 2.90 1.74
H9 1.69 1.60 2.38
H10 5.28 -0.09 0.59
H11 4.52 0.48 -0.91
H12 -0.07 -0.75 -1.78
C13 -2.19 0.35 -0.83
H13 -1.88 1.38 -0.71
H14 -2.29 0.09 -1.88
H15 -1.05 -0.21 0.90
H16 -4.27 -2.12 0.72
H17 -3.30 -1.18 1.88

Summary:
Net charge: 0
Energy relative to the best compared isomer or geometry (same formula, charge and spin) in kcal/mol: 3.3
Highest occupied orbital energy in eV: -8.6
LUMO in eV: 0.31
Calculated total energy in Ha: -1980.5955

A molecular structure, C29H27AuF3N2O5PS4. Source: the Open Molecules 2025 dataset; level of theory: ωB97M-V/def2-TZVPD.

Cartesian coordinates (Å):
Au1 0.80 -0.14 -0.64
F1 4.18 -4.15 -1.15
C1 4.88 -3.07 -1.55
F2 4.68 -2.92 -2.86
F3 6.18 -3.35 -1.37
C2 4.47 -1.84 -0.79
C3 5.38 -1.11 -0.05
C4 4.98 0.04 0.64
C5 3.66 0.42 0.57
N1 2.80 -0.31 -0.14
C6 3.15 -1.41 -0.83
S1 1.73 -2.03 -1.63
H1 6.41 -1.43 0.00
H2 5.68 0.62 1.22
H3 3.25 1.30 1.07
O1 -1.09 3.00 0.88
C7 -0.49 1.96 0.97
O2 0.56 1.67 0.21
C8 -0.91 0.93 1.99
C9 -2.26 0.83 2.30
C10 -2.70 -0.12 3.20
C11 -1.76 -0.94 3.80
C12 -0.40 -0.83 3.56
C13 0.02 0.11 2.63
N2 -2.22 -1.98 4.73
O3 -1.38 -2.59 5.36
O4 -3.42 -2.20 4.78
H4 -2.96 1.50 1.81
H5 -3.75 -0.25 3.43
H6 0.29 -1.48 4.07
H7 1.07 0.23 2.43
S2 -0.97 -3.06 0.24
P1 -2.10 -1.98 -0.92
S3 -1.34 -0.10 -1.47
C14 -2.49 -2.80 -2.49
C15 -3.36 -3.89 -2.44
C16 -3.65 -4.60 -3.60
C17 -3.07 -4.23 -4.80
C18 -2.21 -3.15 -4.85
C19 -1.92 -2.43 -3.70
C20 -3.71 -1.59 -0.18
C21 -4.21 -2.45 0.79
C22 -5.45 -2.20 1.36
C23 -6.18 -1.09 0.98
C24 -5.68 -0.22 0.02
C25 -4.45 -0.47 -0.57
H8 -3.81 -4.19 -1.50
H9 -4.33 -5.45 -3.55
H10 -3.30 -4.78 -5.71
H11 -1.75 -2.86 -5.79
H12 -1.25 -1.58 -3.74
H13 -3.62 -3.29 1.11
H14 -5.83 -2.87 2.12
H15 -7.14 -0.89 1.44
H16 -6.25 0.65 -0.27
H17 -4.07 0.22 -1.31
C26 0.85 5.27 -0.64
C27 2.20 5.48 0.02
S4 2.92 3.92 0.59
O5 2.43 3.68 1.97
C28 4.63 4.50 0.78
C29 5.35 4.77 -0.53
H18 0.41 6.23 -0.89
H19 0.17 4.73 0.02
H20 0.96 4.69 -1.55
H21 2.13 6.09 0.93
H22 2.91 5.95 -0.66
H23 5.10 3.68 1.32
H24 4.61 5.36 1.45
H25 5.18 3.97 -1.25
H26 6.42 4.84 -0.36
H27 5.03 5.71 -0.99

Summary:
Net charge: 0
Energy relative to the best compared isomer or geometry (same formula, charge and spin) in kcal/mol: 5.2
Highest occupied orbital energy in eV: -8.5
LUMO in eV: -1.66
Calculated total energy in Ha: -3976.3688

A molecular structure, C40H41N5O2P2PdS. Source: the Open Molecules 2025 dataset; level of theory: ωB97M-V/def2-TZVPD.

Cartesian coordinates (Å):
Pd1 -0.82 -0.13 -0.08
N1 -0.70 -2.17 1.96
P1 -1.77 -0.86 1.76
C1 -1.64 0.27 3.15
C2 -2.09 -0.12 4.42
C3 -1.96 0.75 5.49
C4 -1.40 2.01 5.30
C5 -0.97 2.40 4.04
C6 -1.08 1.53 2.96
C7 -3.45 -1.50 1.78
C8 -4.50 -0.61 1.99
C9 -5.80 -1.08 1.99
C10 -6.06 -2.43 1.79
C11 -5.01 -3.32 1.59
C12 -3.70 -2.85 1.57
P2 0.08 -2.12 0.45
C13 -0.37 -3.54 -0.54
C14 0.32 -4.75 -0.40
C15 -0.12 -5.86 -1.10
C16 -1.22 -5.77 -1.94
C17 -1.90 -4.56 -2.08
C18 -1.47 -3.45 -1.38
C19 1.86 -2.13 0.64
C20 2.45 -1.89 1.88
C21 3.83 -1.79 1.98
C22 4.61 -1.91 0.84
C23 4.03 -2.14 -0.40
C24 2.65 -2.26 -0.50
H1 -0.71 -2.92 2.64
H2 -2.55 -1.09 4.56
H3 -2.30 0.46 6.47
H4 -1.30 2.69 6.13
H5 -0.54 3.39 3.89
H6 -0.77 1.83 1.97
H7 -4.30 0.44 2.16
H8 -6.62 -0.39 2.15
H9 -7.07 -2.79 1.80
H10 -5.21 -4.37 1.44
H11 -2.89 -3.55 1.39
H12 1.18 -4.82 0.25
H13 0.40 -6.80 -1.00
H14 -1.56 -6.64 -2.49
H15 -2.76 -4.49 -2.73
H16 -2.00 -2.50 -1.47
H17 1.83 -1.79 2.76
H18 4.29 -1.62 2.94
H19 5.69 -1.83 0.92
H20 4.65 -2.24 -1.28
H21 2.20 -2.45 -1.46
O1 3.46 0.56 -5.66
C25 2.14 0.08 -5.82
C26 1.46 0.08 -4.48
C27 0.15 -0.36 -4.35
C28 -0.43 -0.35 -3.10
N2 0.22 0.06 -2.00
C29 1.48 0.51 -2.11
C30 2.12 0.52 -3.34
C31 2.16 0.98 -0.87
C32 3.48 1.41 -0.89
C33 4.09 1.85 0.27
C34 5.55 2.25 0.24
O2 5.92 2.78 -1.01
C35 3.35 1.85 1.44
C36 2.03 1.41 1.38
N3 1.44 0.99 0.27
H22 3.90 0.58 -6.52
H23 2.13 -0.94 -6.22
H24 1.56 0.71 -6.50
H25 -0.42 -0.71 -5.20
H26 -1.45 -0.68 -2.95
H27 3.14 0.87 -3.45
H28 4.05 1.43 -1.80
H29 6.15 1.35 0.39
H30 5.77 2.93 1.07
H31 5.85 3.74 -1.00
H32 3.76 2.17 2.38
H33 1.43 1.40 2.28
C37 -3.86 4.36 -1.05
N4 -2.45 4.21 -0.77
C38 -1.55 5.36 -0.73
C39 -0.17 4.73 -0.47
N5 -0.50 3.32 -0.35
C40 -1.79 3.07 -0.58
S1 -2.51 1.52 -0.63
H34 -4.29 5.11 -0.39
H35 -4.36 3.41 -0.90
H36 -4.01 4.68 -2.09
H37 -1.86 6.04 0.07
H38 -1.60 5.91 -1.67
H39 0.28 5.11 0.45
H40 0.52 4.91 -1.29
H41 0.18 2.57 -0.26

Summary:
Net charge: +2
Energy relative to the best compared isomer or geometry (same formula, charge and spin) in kcal/mol: 0.0
Highest occupied orbital energy in eV: -13.6
LUMO in eV: -5.16
Calculated total energy in Ha: -3181.5821

A molecular structure, C8H16Cl8F6Mg2N3O12S6. Source: the Open Molecules 2025 dataset; level of theory: ωB97M-V/def2-TZVPD.

Cartesian coordinates (Å):
Mg1 -2.87 -6.01 -22.61
Mg2 -7.81 -7.58 -22.46
N1 -3.61 -7.54 -21.95
S1 -4.58 -8.66 -22.78
O1 -5.95 -8.29 -22.95
O2 -4.10 -10.02 -22.76
F1 -3.89 -8.17 -24.15
S2 -3.98 -8.14 -20.53
O3 -3.07 -9.13 -19.99
O4 -5.37 -8.16 -20.05
F2 -3.43 -6.84 -19.64
N2 -7.15 -6.03 -21.79
S3 -6.29 -4.83 -22.73
O5 -4.85 -5.15 -22.75
O6 -6.67 -3.45 -22.90
F3 -6.79 -5.61 -24.03
S4 -6.91 -5.16 -20.52
O7 -7.86 -4.04 -20.31
O8 -5.54 -5.01 -20.02
F4 -7.44 -6.31 -19.54
N3 -8.86 -8.41 -23.72
S5 -10.00 -8.04 -24.97
O9 -11.39 -8.50 -24.67
O10 -9.53 -7.94 -26.30
F5 -10.11 -6.48 -24.67
S6 -9.06 -9.89 -24.19
O11 -8.48 -10.40 -25.40
O12 -10.19 -10.70 -23.61
F6 -7.76 -10.29 -23.23
Cl1 -4.92 -12.01 -19.38
C1 -3.83 -11.76 -17.95
C2 -2.46 -12.43 -18.22
Cl2 -1.43 -11.73 -19.52
H1 -4.26 -12.29 -17.10
H2 -3.78 -10.71 -17.66
H3 -2.73 -13.46 -18.47
H4 -1.90 -12.38 -17.29
Cl3 -8.20 -9.02 -20.68
C3 -8.13 -9.90 -19.15
C4 -9.14 -9.31 -18.26
Cl4 -10.74 -9.20 -19.04
H5 -7.08 -9.93 -18.84
H6 -8.30 -10.96 -19.36
H7 -8.82 -8.29 -18.08
H8 -9.12 -9.91 -17.35
Cl5 -3.36 -6.68 -26.99
C5 -4.82 -6.95 -28.06
C6 -5.60 -8.20 -27.50
Cl6 -6.30 -7.96 -25.91
H9 -4.56 -7.19 -29.09
H10 -5.42 -6.04 -28.06
H11 -4.88 -9.01 -27.43
H12 -6.33 -8.67 -28.16
Cl7 -0.87 -10.33 -24.10
C7 -0.10 -9.53 -22.71
C8 0.50 -8.11 -23.10
Cl8 -0.79 -6.94 -23.29
H13 0.65 -10.23 -22.34
H14 -0.89 -9.37 -21.97
H15 1.02 -8.17 -24.05
H16 1.16 -7.79 -22.30

Summary:
Net charge: 0
⟨S²⟩: 0.751
Spin multiplicity: 2
Energy relative to the best compared isomer or geometry (same formula, charge and spin) in kcal/mol: 49.7
Highest occupied orbital energy (alpha / beta) in eV: -6.1 / -10.8
LUMO (alpha / beta) in eV: -1.88 / -1.85
Calculated total energy in Ha: -8451.4004

A molecular structure, C12H34InN2Na4O8P. Source: the Open Molecules 2025 dataset; level of theory: ωB97M-V/def2-TZVPD.

Cartesian coordinates (Å):
In1 18.74 -14.16 -3.13
Na1 17.91 -18.12 -3.04
Na2 14.59 -13.45 -3.72
Na3 16.95 -16.39 -6.38
Na4 15.22 -15.51 -0.87
P1 15.75 -16.00 -3.74
O1 14.35 -15.74 -3.23
O2 16.28 -14.82 -4.58
O3 15.90 -17.35 -4.51
O4 16.82 -15.99 -2.57
C1 12.27 -15.27 -6.79
C2 13.24 -15.94 -7.75
C3 13.65 -14.99 -8.90
O5 12.49 -14.46 -9.48
C4 12.60 -13.77 -10.70
N1 14.45 -16.45 -7.06
H1 11.28 -15.19 -7.25
H2 12.63 -14.26 -6.56
H3 12.15 -15.78 -5.83
H4 12.77 -16.78 -8.27
H5 14.19 -15.46 -9.74
H6 14.26 -14.18 -8.48
H7 12.81 -14.45 -11.56
H8 13.46 -13.09 -10.68
H9 11.65 -13.28 -10.85
H10 14.42 -17.48 -7.21
H11 14.29 -16.39 -6.06
C5 13.60 -19.19 0.12
C6 15.12 -19.23 -0.08
C7 15.41 -19.95 -1.41
O6 16.77 -19.91 -1.84
C8 17.77 -20.10 -0.87
N2 15.58 -17.83 -0.24
H12 13.12 -18.91 -0.82
H13 13.35 -18.50 0.92
H14 13.19 -20.16 0.41
H15 15.63 -19.77 0.72
H16 14.78 -19.47 -2.16
H17 15.07 -20.99 -1.42
H18 18.74 -20.14 -1.37
H19 17.69 -21.09 -0.39
H20 17.83 -19.33 -0.10
H21 15.78 -17.76 -1.24
H22 16.51 -17.63 0.14
C9 14.64 -21.07 -4.85
C10 13.82 -19.92 -5.44
O7 14.70 -19.09 -6.17
H23 15.37 -20.75 -4.10
H24 15.16 -21.61 -5.64
H25 13.96 -21.72 -4.29
H26 13.36 -19.34 -4.61
H27 12.98 -20.22 -6.07
H28 15.23 -18.55 -5.53
C11 11.26 -14.94 -2.40
C12 11.48 -16.42 -2.10
O8 12.07 -17.07 -3.21
H29 10.89 -14.45 -1.50
H30 10.58 -14.79 -3.24
H31 12.19 -14.41 -2.67
H32 10.50 -16.86 -1.92
H33 12.12 -16.61 -1.22
H34 12.94 -16.64 -3.35

Summary:
Net charge: +4
Energy relative to the best compared isomer or geometry (same formula, charge and spin) in kcal/mol: 0.0
Highest occupied orbital energy in eV: -19.7
LUMO in eV: -17.46
Calculated total energy in Ha: -2368.4071

3 unconnected molecules or ions with the total composition C4H9NO2. Source: the Open Molecules 2025 dataset; level of theory: ωB97M-V/def2-TZVPD.

Cartesian coordinates (Å):
C1 -0.17 1.73 0.61
C2 0.28 1.04 -0.59
N1 1.29 -0.01 -0.01
C3 0.96 -0.12 1.37
C4 0.09 1.02 1.74
H1 -0.21 2.84 0.60
H2 0.34 0.93 -1.65
H3 2.08 0.64 0.16
H4 1.04 -0.86 2.16
H5 -0.23 1.32 2.75
H6 -0.50 -1.30 0.07
H7 0.40 -2.53 0.01
O1 -0.50 -2.25 -0.11
H8 -1.31 -1.27 -1.84
H9 -1.56 -0.19 -2.80
O2 -2.01 -0.99 -2.47

Summary:
Net charge: -1
⟨S²⟩: 0.773
Spin multiplicity: 2
Energy relative to the best compared isomer or geometry (same formula, charge and spin) in kcal/mol: 74.5
Highest occupied orbital energy (alpha / beta) in eV: -0.5 / -2.5
LUMO (alpha / beta) in eV: 4.32 / 4.23
Calculated total energy in Ha: -362.9163

A molecular structure, C6H7N. Source: the Open Molecules 2025 dataset; level of theory: ωB97M-V/def2-TZVPD.

Cartesian coordinates (Å):
C1 -0.37 1.36 0.55
C2 0.09 -0.10 0.45
C3 -0.64 -0.88 -0.65
C4 -2.20 -1.30 -0.01
N1 -2.44 -0.49 -0.85
C5 1.52 -0.20 0.16
C6 2.69 -0.30 -0.09
H1 -0.19 1.89 -0.40
H2 -1.44 1.41 0.78
H3 0.18 1.87 1.34
H4 -0.11 -0.60 1.41
H5 -0.54 -0.37 -1.61
H6 -0.29 -1.90 -0.76
H7 3.74 -0.38 -0.32

Summary:
Net charge: 0
Energy relative to the best compared isomer or geometry (same formula, charge and spin) in kcal/mol: 107.8
Highest occupied orbital energy in eV: -10.5
LUMO in eV: 0.89
Calculated total energy in Ha: -287.4155